[1]
Here is a molecular structure, C32H40BrN5O6PSV from the Open Molecules 2025 dataset. Energies are from wB97M-V/def2-TZVPD.

Frontier orbital gap (spin up / spin down) ... 3.3 / 3.4 eV
Molar mass ... 784.590 g/mol
<S²> ... 1.22
HOMO (spin up / spin down) ... -1.80 / -1.84 eV
Charge ... -1
2S+1 ... 2

```
87
Properties=species:S:1:pos:R:3:mulliken_charge:R:1
Br -1.4844 -0.5217 2.6807 -0.424
V -1.0503 0.1714 0.0015 -0.335
S -0.2909 2.8490 1.5030 1.478
P -1.2382 0.1251 -2.4223 3.649
O 0.0906 1.8516 0.4642 -0.491
O -1.4375 -1.6571 -2.2817 -0.769
O -1.6644 2.6506 1.9681 -0.510
O -3.6639 0.9561 1.1615 -0.142
O -0.0403 4.2040 1.0529 -0.779
O 2.2404 -3.4347 -2.6452 -0.504
N -2.8754 0.8289 -4.6225 0.201
N -1.3290 2.6489 -4.1850 0.273
N -0.0773 -2.6549 -0.5755 -0.301
N -0.0298 -1.4886 0.2548 0.180
N -0.5100 0.5950 -5.1399 0.183
C 0.1162 -5.9716 -4.2223 -0.407
C -1.2359 -4.2578 -3.2372 -0.262
C 0.7192 2.5771 2.9239 0.072
C 5.1318 -1.2634 4.7329 -0.631
C 0.6289 -1.8570 1.4407 -0.296
C 2.8402 -1.4890 5.4713 -0.902
C 2.6691 1.7085 4.0021 -0.468
C 2.3321 -1.4742 4.1426 1.578
C -0.2313 -2.3214 -1.9522 -0.822
C 0.2960 -1.4843 2.6811 0.351
C -4.7054 1.7109 1.7859 -0.957
C 2.3253 2.3601 5.1784 0.918
C 0.3470 3.2277 4.0938 -0.918
C 1.1402 -4.1228 -3.0693 1.091
C -1.8744 0.2367 -5.5023 -0.937
C 1.8657 1.8035 2.8747 -0.170
C 4.6650 -1.2741 3.4197 -0.703
C 1.1505 3.1113 5.2145 -0.916
C -0.1136 -3.5850 -2.7775 -0.302
C -2.8874 0.1982 -3.2895 -1.461
C 4.1848 -1.3860 5.7508 -0.256
C 1.2541 -5.3058 -3.7873 -0.929
C -0.3526 2.0006 -5.1389 -0.775
C -2.7296 2.2385 -4.6001 -0.823
C -1.1370 -5.4461 -3.9500 -0.909
C -1.0646 2.1580 -2.7866 -1.446
C 3.3219 -1.3925 3.1226 -0.369
C 0.9315 -1.5114 3.9289 -1.862
C -3.1224 2.8471 -0.1632 -1.751
C 3.1984 2.2190 6.3961 -1.301
C -2.6981 1.5280 0.4470 0.839
C -0.0755 -0.0688 -3.8992 -1.479
H -5.2159 1.0105 2.4418 0.280
H -3.4148 2.6930 -3.8850 0.419
H -0.8545 -3.2427 -0.2710 0.275
H 0.2165 -6.8966 -4.7759 0.376
H 1.4913 -2.5114 1.3532 0.691
H 2.1282 -1.5677 6.2866 0.280
H -1.7661 2.6823 -2.1502 0.335
H -2.8913 2.6577 -5.5985 0.356
H 4.2069 2.5872 6.1974 0.311
H -2.2579 3.3903 -0.5315 0.296
H -3.7965 2.6093 -0.9971 0.398
H -0.5654 3.8077 4.1158 0.416
H 0.6468 2.2876 -4.8126 0.394
H -0.0538 2.4756 -2.5180 0.327
H -4.2706 2.5176 2.3760 0.347
H 0.3002 -1.5311 4.8098 0.114
H -1.9726 -0.8475 -5.4595 0.411
H 2.2394 -5.7059 -4.0049 0.271
H 0.9058 0.3267 -3.6265 0.376
H 3.2940 1.1680 6.6750 0.181
H 5.3746 -1.1908 2.6017 0.334
H -1.2468 3.6658 -4.2578 0.343
H -5.4101 2.1082 1.0521 0.286
H 2.1166 1.2594 1.9734 0.376
H -2.0651 0.5752 -6.5262 0.271
H 0.6219 -1.6655 -2.1745 0.663
H 0.8613 3.6072 6.1344 0.266
H 3.0281 -3.9584 -2.8188 0.321
H 6.1882 -1.1875 4.9553 0.342
H 3.0082 -1.3860 2.0881 0.239
H -3.6377 3.5125 0.5280 0.668
H -2.2024 -3.8211 -3.0223 0.382
H 3.5537 1.0835 3.9738 0.393
H -3.5789 0.7542 -2.6510 0.314
H -3.2697 -0.8160 -3.3962 0.536
H 0.0463 -1.1254 -4.1394 0.387
H -2.0303 -5.9550 -4.2869 0.393
H 4.5121 -1.3944 6.7866 0.377
H 2.7912 2.7739 7.2414 0.365
H -0.5607 2.4117 -6.1324 0.382
```

=====

[2]
Here is a single C6H12O molecule from the Open Molecules 2025 dataset. Energies are from wB97M-V/def2-TZVPD.

Frontier orbital gap ... 10.7 eV
Molar mass ... 100.161 g/mol
Energy relative to the best compared isomer or geometry (same formula, charge and spin) ... 1.1977 eV
Structure (SMILES) ... CCC[C@H]1C[C@H]1O
HOMO ... -9.67 eV

```
19
Properties=species:S:1:pos:R:3:mulliken_charge:R:1
O -2.2512 0.1768 0.2559 -0.531
C -1.4921 1.3507 0.3300 -0.045
C 1.0109 -0.8786 0.6696 -0.227
C 0.5822 -0.0122 -0.5134 -0.896
C -1.1345 1.9672 -0.9799 -0.836
C 1.3547 -2.3029 0.2147 -1.277
C -0.0549 1.3236 -0.1293 -0.050
H 1.4425 0.1690 -1.1682 0.399
H -0.1501 -0.5614 -1.1181 0.295
H -1.4812 1.4316 -1.8609 0.258
H 0.2352 -0.9178 1.4519 0.314
H 1.6692 -2.9308 1.0554 0.366
H 0.6042 2.0286 0.3787 0.406
H -1.1768 3.0507 -1.0692 0.264
H 2.1742 -2.2973 -0.5153 0.300
H 1.8929 -0.4243 1.1400 0.280
H -1.9537 -0.4068 0.9651 0.343
H 0.4885 -2.7801 -0.2613 0.331
H -1.7601 2.0140 1.1543 0.305
```

=====

molar mass of number 2 (C6H12O)? 100.161 g/mol

=====

Which value of molar mass does entry 2 give? 100.161 g/mol